Formula: C22H40NO11PS4
Source: the OMol25 dataset
Level of theory: ωB97M-V with the def2-TZVPD basis set

Highest occupied orbital energy (eV): -8.819
DFT total energy (eV): -100101.894
Molecular weight (g mol⁻¹): 653.80
SMILES string: CC(C)CCc1ccc2c(c1)C(=O)N([PH2]=S)C2=O.CCOS(C)(=O)=O.CCOS(C)(=O)=O.CCOS(C)(=O)=O
HOMO-LUMO gap (eV): 8.644

Geometry as XYZ:
```
79
Properties=species:S:1:pos:R:3:lowdin_charge:R:1
C -4.62151 0.99517 -2.62646 -0.092
C -3.77732 2.17305 -3.25058 -0.381
C -4.60060 3.52368 -3.39468 -0.091
C -2.40924 2.52032 -2.47984 -0.150
C -2.20404 1.75337 -1.09983 -0.153
C -0.96256 2.42644 -0.41454 -0.165
C 0.38980 1.84014 -0.48151 0.008
C 1.55864 2.50233 0.12853 0.013
C 1.30033 3.76723 0.78028 -0.100
C -0.07136 4.34636 0.87429 -0.102
C -1.21930 3.70437 0.28597 0.034
C 0.10553 5.68834 1.65688 -0.468
O -0.58777 6.28030 2.41043 0.159
N 1.48832 6.05052 1.25985 -0.169
P 1.45133 6.54197 -0.43542 0.403
S -0.28559 7.26154 -0.96897 0.164
C 2.23055 4.79553 1.50183 -0.401
O 3.22999 4.64723 2.12616 0.159
H -5.15392 1.26920 -1.66099 0.062
H -4.00648 0.05489 -2.53859 0.078
H -5.42524 0.74704 -3.38030 0.082
H -3.47649 1.88681 -4.29963 0.122
H -5.38086 3.65155 -2.60161 0.076
H -5.15143 3.47938 -4.37934 0.075
H -3.92736 4.42261 -3.46682 0.074
H -2.38711 3.61754 -2.23232 0.098
H -1.52838 2.33437 -3.14607 0.116
H -3.08197 1.92692 -0.39364 0.102
H -2.10157 0.64786 -1.21199 0.113
H 0.56905 0.87708 -1.02067 0.114
H 2.58604 2.08641 0.09833 0.108
H -2.22075 4.17500 0.36074 0.119
H 1.91126 5.50327 -1.29094 0.006
H 2.38015 7.61850 -0.56203 -0.016
C 5.84201 -1.64485 0.80365 -0.067
C 4.97150 -2.88761 0.79642 -0.271
O 3.71680 -2.65693 1.45749 -0.257
S 2.57089 -1.86676 0.66398 0.581
C 1.23914 -2.26339 1.75453 -0.118
O 2.34603 -2.51116 -0.59737 -0.276
O 2.83184 -0.45915 0.75295 -0.289
H 5.41355 -0.86105 0.17664 0.070
H 6.83934 -1.87425 0.42435 0.081
H 5.92906 -1.23896 1.81344 0.085
H 4.81176 -3.25317 -0.21878 0.108
H 5.47326 -3.68004 1.34697 0.101
H 1.07721 -3.33891 1.73454 0.075
H 0.35143 -1.74209 1.39883 0.074
H 1.49359 -1.92573 2.75723 0.076
C 5.25271 -8.07773 -2.81350 -0.074
C 4.97199 -8.06891 -1.32304 -0.260
O 6.17764 -7.94447 -0.55706 -0.261
S 6.84899 -6.49281 -0.42408 0.598
C 7.95709 -6.88574 0.89419 -0.118
O 5.86264 -5.56666 0.05723 -0.282
O 7.61559 -6.22737 -1.60366 -0.268
H 5.61636 -7.10569 -3.15012 0.072
H 4.34534 -8.31192 -3.37268 0.082
H 6.02154 -8.81287 -3.05773 0.085
H 4.26399 -7.27991 -1.05819 0.116
H 4.51804 -9.01843 -1.03608 0.122
H 7.37609 -7.14614 1.77643 0.075
H 8.56551 -6.00418 1.09061 0.077
H 8.59013 -7.71512 0.58540 0.076
C -8.47043 0.46996 3.14860 -0.075
C -8.40442 1.85288 2.52908 -0.261
O -7.09396 2.42223 2.64189 -0.262
S -5.95770 1.92760 1.62180 0.582
C -4.79364 3.21418 1.95395 -0.111
O -6.43134 2.08031 0.27440 -0.287
O -5.41988 0.68968 2.10162 -0.273
H -7.87994 -0.24580 2.57458 0.071
H -9.50108 0.11229 3.17803 0.081
H -8.06806 0.48123 4.16306 0.085
H -8.72836 1.83524 1.48569 0.116
H -9.08058 2.52051 3.06483 0.122
H -5.22328 4.16548 1.64637 0.082
H -3.89346 3.00412 1.37912 0.037
H -4.56503 3.21578 3.01787 0.082
```

Formula: C4H17NO5
Source: the OMol25 dataset
Level of theory: ωB97M-V with the def2-TZVPD basis set

Highest occupied orbital energy (eV): -9.290
DFT total energy (eV): -16149.184
Molecular weight (g mol⁻¹): 159.18
SMILES string: CCN(C)C=O.O.O.O.O
HOMO-LUMO gap (eV): 9.659
Energy above the lowest of the compared OMol25 structures with the same formula, charge and spin (eV): 3.112

Geometry as XYZ:
```
27
Properties=species:S:1:pos:R:3:lowdin_charge:R:1
C -1.56457 -1.51892 -1.00341 -0.078
C -1.37340 -1.75402 0.44993 -0.204
N -0.54539 -0.71112 1.15845 -0.113
C -1.10071 0.12449 2.16089 -0.074
C 0.63891 -0.12467 0.70445 -0.227
O 1.27629 -0.55778 -0.24343 -0.057
H -1.93489 -0.48585 -1.15774 0.088
H -2.33084 -2.27355 -1.35585 0.104
H -0.58640 -1.40548 -1.55947 0.076
H -0.83180 -2.66314 0.66731 0.103
H -2.22418 -1.87712 1.02301 0.088
H -2.19698 -0.01760 2.09382 0.105
H -0.73888 1.05711 1.98343 0.041
H -0.94829 -0.24112 3.15714 0.086
H 0.96347 0.79176 1.27805 0.134
O 1.34280 3.21214 1.02966 -0.060
H 1.64749 4.16858 1.24603 0.112
H 1.92262 2.72900 1.55382 -0.014
O 1.60795 0.21809 -2.25225 -0.077
H 1.79970 -0.65956 -1.90339 0.025
H 1.05764 0.31056 -3.03619 0.042
O 1.20671 -3.22707 -0.42623 0.003
H 1.06048 -2.35086 -0.25034 -0.077
H 0.77531 -3.64926 -1.11921 0.013
O 0.36253 3.92800 -1.68243 -0.033
H 0.77704 3.06149 -1.64602 0.023
H -0.06261 3.91592 -0.87005 -0.030
```

Formula: C3H6Cl2N3S
Source: the OMol25 dataset
Level of theory: ωB97M-V with the def2-TZVPD basis set

Highest occupied orbital energy (alpha / beta) (eV): -10.446 / -11.522
DFT total energy (eV): -43548.795
Total charge: +1
Molecular weight (g mol⁻¹): 187.08
HOMO-LUMO gap (alpha / beta) (eV): 6.092 / 7.472
Energy above the lowest of the compared OMol25 structures with the same formula, charge and spin (eV): 2.140

Geometry as XYZ:
```
15
Properties=species:S:1:pos:R:3:lowdin_charge:R:1
C 0.67001 -1.22121 -0.92858 -0.305
C 0.74894 0.76012 0.15425 -0.626
C -1.81741 -0.12112 0.72632 -1.049
N 1.61873 -1.49564 -0.00201 -0.234
N 0.39819 0.09384 -0.96406 0.038
N 0.51420 2.06438 0.33723 0.155
S 1.79332 -0.22019 1.14706 1.105
Cl -1.52819 -1.72443 0.16848 0.681
Cl -2.80466 0.84281 -0.33698 0.538
H 0.49190 -1.86866 -1.76854 0.150
H -2.13918 -0.10810 1.76301 0.011
H 1.88169 -2.43731 0.24874 0.129
H -0.28895 0.47731 -1.60676 0.162
H 0.72072 2.47735 1.23219 0.128
H -0.25931 2.48084 -0.17037 0.116
```

Formula: C2H8N2
Source: the OMol25 dataset
Level of theory: ωB97M-V with the def2-TZVPD basis set

Multiplicity: 2
Highest occupied orbital energy (alpha / beta) (eV): -15.385 / -14.772
DFT total energy (eV): -5173.236
Total charge: +1
Molecular weight (g mol⁻¹): 60.10
<S²>: 0.756
HOMO-LUMO gap (alpha / beta) (eV): 11.555 / 5.245
Energy above the lowest of the compared OMol25 structures with the same formula, charge and spin (eV): 2.731

Geometry as XYZ:
```
12
Properties=species:S:1:pos:R:3:lowdin_charge:R:1
N -2.15155 0.04958 0.29484 0.401
H -1.18172 -0.05075 -0.07524 0.050
H -2.87716 -0.04296 -0.41400 0.123
H -2.41080 -0.47670 1.13100 0.130
C 1.24308 0.74157 0.63833 -0.115
C 0.79759 -0.78914 -1.03810 0.023
N 0.67319 -0.47853 0.22132 -0.100
H 0.39015 1.30905 1.03467 0.097
H 1.92094 0.56289 1.45540 0.095
H 1.84586 1.15697 -0.17776 0.099
H 1.37106 -0.19675 -1.72328 0.088
H 0.37935 -1.78523 -1.34718 0.110
```

Formula: C10H11O3S2
Source: the OMol25 dataset
Level of theory: ωB97M-V with the def2-TZVPD basis set

Highest occupied orbital energy (eV): -4.387
DFT total energy (eV): -38360.501
Total charge: -1
Molecular weight (g mol⁻¹): 243.33
HOMO-LUMO gap (eV): 7.434

Geometry as XYZ:
```
26
Properties=species:S:1:pos:R:3:lowdin_charge:R:1
C 0.41094 0.87444 -0.63057 -0.070
C 0.24118 -0.26477 0.05547 -0.266
C -0.99389 -0.41065 0.78483 -0.360
C -2.17682 0.38487 0.53997 -0.152
C -2.70782 0.95251 -0.88982 -0.750
C 1.59221 1.25460 -1.35824 -0.200
C 1.30621 -1.30739 0.30513 -0.180
C -3.23105 0.27514 1.51390 -0.493
C 2.75789 0.23646 -1.03782 -0.219
C 2.35185 -1.21519 -0.84794 -0.212
O -2.59367 -0.03917 -1.62433 -0.006
O -3.08463 2.08665 -1.03716 0.014
O 0.16351 -0.67106 3.12068 -0.565
S -2.87313 -1.00898 2.83463 0.578
S -0.82606 -1.38203 2.27037 0.644
H -0.53502 1.35547 -0.79718 0.099
H 1.47148 1.34481 -2.48273 0.119
H 1.93875 2.34349 -1.01600 0.143
H 1.93572 -1.38753 1.25119 0.125
H 0.66014 -2.28433 0.33996 0.124
H -3.46447 1.26575 2.02160 0.107
H -4.18444 -0.01728 1.05593 0.086
H 3.58434 0.42281 -1.79866 0.108
H 3.23490 0.69264 -0.09700 0.121
H 3.06421 -1.97260 -0.62453 0.081
H 1.95768 -1.52867 -1.85170 0.124
```

Formula: C47H38N7O3PbS
Source: the OMol25 dataset
Level of theory: ωB97M-V with the def2-TZVPD basis set

Highest occupied orbital energy (eV): -4.010
DFT total energy (eV): -82016.891
Total charge: -1
Molecular weight (g mol⁻¹): 988.13
HOMO-LUMO gap (eV): 6.313
Energy above the lowest of the compared OMol25 structures with the same formula, charge and spin (eV): 0.056

Geometry as XYZ:
```
97
Properties=species:S:1:pos:R:3:lowdin_charge:R:1
Pb 0.68009 -0.14143 -1.51320 1.327
C 4.04086 1.94392 1.44029 -0.053
C 2.91207 1.70823 0.63403 -0.153
N 2.92683 0.90960 -0.40216 0.060
C 4.06637 0.24622 -0.72738 -0.145
C 5.25148 0.41408 0.02991 -0.167
C 5.20182 1.29777 1.13097 -0.026
C 6.43014 -0.28725 -0.30925 -0.082
C 6.38973 -1.14321 -1.37891 -0.105
C 5.22964 -1.32797 -2.13926 -0.042
C 4.03453 -0.66173 -1.85795 -0.239
N 2.84808 -0.84262 -2.48390 -0.056
C 2.76241 -1.45578 -3.70714 -0.255
C 3.65421 -1.28607 -4.75592 -0.046
C 3.48591 -1.93191 -5.99021 -0.099
C 2.42577 -2.76853 -6.21717 -0.072
C 1.47307 -2.95922 -5.19089 -0.165
C 0.34679 -3.80404 -5.34719 -0.020
C -0.53900 -3.95441 -4.32432 -0.043
C -0.31525 -3.23883 -3.12849 -0.134
N 0.70527 -2.44065 -2.95476 0.035
C 1.62051 -2.29412 -3.95473 -0.164
H 3.96949 2.61871 2.28310 0.097
H 1.96119 2.17117 0.86832 0.077
H 6.09771 1.43804 1.72581 0.109
H 7.32468 -0.15056 0.28491 0.094
H 7.27351 -1.71047 -1.64957 0.096
H 5.25657 -2.03578 -2.95589 0.097
H 4.50512 -0.63301 -4.61089 0.107
H 4.21643 -1.75930 -6.77208 0.095
H 2.29680 -3.28033 -7.16309 0.098
H 0.20692 -4.31942 -6.29102 0.110
H -1.42018 -4.57440 -4.40937 0.104
H -1.01741 -3.30899 -2.30842 0.092
C -1.40830 3.81333 4.44354 -0.046
C -1.83544 2.39882 4.71651 -0.215
C -2.29574 2.01506 5.97038 -0.060
C -2.67522 0.70696 6.23260 -0.099
C -2.61794 -0.23774 5.21864 -0.084
C -2.18689 0.12163 3.95082 -0.022
C -1.77813 1.43266 3.70464 -0.199
N -1.33830 1.82285 2.42378 0.141
C -0.46080 1.16349 1.57578 -0.378
N 0.31128 0.23422 2.19254 0.149
C 1.01457 -0.92075 1.74117 -0.217
C 1.13811 -1.33250 0.41253 -0.239
C 1.83564 -2.51882 0.18441 -0.149
C 2.38936 -3.27655 1.20542 -0.096
C 2.27096 -2.82775 2.50904 -0.073
C 1.59478 -1.65109 2.79559 -0.220
C 1.50522 -1.18614 4.22871 -0.051
N -0.30553 1.52634 0.34610 0.042
C -1.24787 2.38743 -0.25851 -0.267
C -2.61555 2.11186 -0.20482 -0.029
C -3.53437 2.89810 -0.87792 -0.076
C -3.09428 3.97983 -1.62472 -0.096
C -1.73555 4.25129 -1.69153 -0.055
C -0.79739 3.47115 -1.02406 -0.218
C 0.67030 3.76484 -1.13850 -0.051
H -1.38390 4.39288 5.36552 0.073
H -2.09262 4.31847 3.75570 0.083
H -0.41737 3.84384 3.98631 0.082
H -2.34254 2.75784 6.75874 0.104
H -3.01988 0.43062 7.22088 0.095
H -2.92695 -1.25915 5.40180 0.103
H -2.18053 -0.59066 3.13254 0.095
H -1.69059 2.69179 2.05597 0.134
H 0.12450 0.19073 3.17981 0.086
H 1.96330 -2.85262 -0.83929 0.069
H 2.92301 -4.19300 0.98352 0.093
H 2.71395 -3.38784 3.32594 0.098
H 2.09509 -1.83993 4.86991 0.072
H 0.47978 -1.19322 4.61591 0.073
H 1.88979 -0.16817 4.34718 0.082
H -2.95015 1.25791 0.36743 0.099
H -4.58615 2.64317 -0.83574 0.102
H -3.79845 4.59511 -2.17028 0.094
H -1.38352 5.08474 -2.28942 0.103
H 0.84481 4.58805 -1.83159 0.074
H 1.22043 2.88981 -1.49082 0.041
H 1.10025 4.03883 -0.17253 0.075
O -2.22401 -1.24887 1.11266 0.016
C -2.75071 -1.20918 0.00333 -0.546
N -2.13550 -1.34815 -1.18314 -0.087
S -3.15388 -1.21159 -2.42691 0.582
O -3.34150 -2.47677 -3.10253 -0.325
O -2.83938 -0.08334 -3.26623 -0.322
C -4.60998 -0.86889 -1.46168 -0.215
C -5.89883 -0.56324 -1.85012 -0.040
C -6.82640 -0.31749 -0.84311 -0.088
C -6.45758 -0.38069 0.49952 -0.082
C -5.15304 -0.68955 0.86634 -0.013
C -4.23487 -0.93390 -0.13844 -0.154
H -6.17173 -0.51123 -2.89585 0.117
H -7.84798 -0.06983 -1.10378 0.097
H -7.19922 -0.18012 1.26294 0.097
H -4.84275 -0.73258 1.90318 0.114
```